ORCA calculation (wB97M-V/def2-TZVPD) on one molecule with the formula C7H11N in a non-equilibrium geometry.

Last column: Mulliken charge in e.
Geometry (Å):
C  1.953188  -2.243037  0.097871  -0.852
C  2.019045  -0.888459  0.132207  -0.355
C  0.847870  0.089613  0.097420  0.099
C  -0.500139  -0.339894  0.643702  0.012
C  -1.396199  0.769828  1.054819  -0.893
C  -1.125399  1.020310  -1.204492  -0.990
C  -0.299123  -0.241254  -0.803326  0.183
H  2.873311  -2.839269  0.214330  0.254
H  1.078512  -2.866546  0.330773  0.222
H  2.972167  -0.377847  0.379137  0.282
H  1.287007  1.169286  0.049019  0.155
H  -0.564337  -1.286174  1.247581  0.280
H  -1.135737  1.159289  2.045296  0.350
H  -2.426297  0.358629  0.985574  0.361
H  -0.493287  2.308426  0.126301  0.333
H  -2.040859  0.631003  -1.636040  0.347
H  -0.775259  1.592427  -2.092192  0.337
H  -0.407664  -1.193319  -1.401903  0.335
N  -1.337573  1.763066  -0.051011  -0.460

Forces on the atoms, in the same order (eV/Å):
C 0.7807 0.5924 1.2867
C -0.7000 -0.4965 0.8210
C 2.5077 -0.1257 -0.6285
C 0.8409 -0.6010 1.5745
C -1.3592 0.1719 -0.5251
C 0.3617 -2.0674 -2.9939
C -0.9915 -0.5772 -1.5925
H -0.3203 0.5523 -0.2041
H -0.1067 0.6507 -0.9103
H -0.3794 -0.6110 -0.8316
H -1.3885 -1.8373 0.4267
H 0.2421 0.9314 -0.9755
H -0.4317 0.2806 -0.3173
H 0.3426 0.3125 0.7337
H -0.3977 0.1747 -0.1036
H -0.7467 -0.1880 0.3258
H 0.5225 -0.0464 0.9242
H 0.7384 1.3386 0.4481
N 0.4850 1.5452 2.5419

Summary:
- SMILES string = C=C[C@@H]1[C@H]2CNC[C@@H]12
- multiplicity = 1
- strongest force on any atom (eV/Å) = 3.66
- net charge = 0
- orbital gap (Ha) = 0.370
- energy (a.u.) = -327.9859
- LUMO level (eV) = 1.105